No. 1
{
  "formula": "C28H16Cl5IrN5O4Se",
  "method": "the ωB97M-V functional and the def2-TZVPD basis",
  "relative_energy_kcal_mol": 38.82,
  "fmax_ev_per_a": 0.971,
  "charge": 2,
  "e_lumo_ha": [-0.304, -0.300],
  "spin_multiplicity": 2,
  "symbols": ["Ir", "Se", "Cl", "Cl", "Cl", "Cl", "Cl", "O", "O", "O", "O", "N", "N", "N", "N", "N", "C", "C", "C", "C", "C", "C", "C", "C", "C", "C", "C", "C", "C", "C", "C", "C", "C", "C", "C", "C", "C", "C", "C", "C", "C", "C", "C", "C", "H", "H", "H", "H", "H", "H", "H", "H", "H", "H", "H", "H", "H", "H", "H", "H"],
  "positions_angstrom": [[1.1240, -0.9820, 0.5619], [-1.9971, -1.3511, 1.5285], [1.8314, 0.5190, -2.4956], [-0.3272, 3.9776, 2.2192], [1.0338, 3.5128, -2.9980], [-0.0553, 5.2425, -0.6449], [0.4055, 0.8915, 2.5887], [-2.5904, 0.3386, 1.6158], [-2.1733, 0.8533, -0.5443], [-3.6250, 5.2492, -2.1117], [-3.9699, 6.8461, -0.7012], [-3.7540, 5.6921, -0.9895], [2.1212, -2.7479, 0.1599], [3.1366, -0.4567, 1.0262], [-3.3046, -2.0303, 0.5001], [-0.7455, -1.4819, 0.2039], [-2.8030, -2.1746, -0.7158], [-3.5608, 4.7429, 0.1319], [4.1772, -3.9897, 0.5232], [-3.0119, -2.7263, -3.0386], [-1.4028, -1.8375, -0.9378], [-3.7369, 5.1868, 1.4307], [-3.5410, 4.2930, 2.4747], [5.2756, -1.6347, 1.5772], [6.0286, -2.8278, 1.5428], [-3.0059, 2.5655, 0.8927], [0.2589, 3.0688, 0.8967], [3.4255, -2.8038, 0.5893], [3.5512, -5.1257, -0.0356], [2.2608, -5.0439, -0.4852], [1.1859, 1.4937, -1.2294], [0.8597, 2.8322, -1.4445], [1.0201, 0.9286, 0.0232], [-1.6460, -2.3715, -3.2384], [0.3807, 3.6150, -0.3827], [-3.5922, -2.6370, -1.8141], [0.6116, 1.7406, 1.0600], [1.5725, -3.8340, -0.3692], [3.9963, -1.6337, 1.1051], [-2.5659, 1.2097, 0.5288], [5.5009, -3.9741, 1.0208], [-3.1995, 3.4488, -0.1660], [-3.1766, 2.9833, 2.2122], [-0.8424, -1.9308, -2.2079], [-1.2283, -2.4375, -4.2346], [-3.6726, 4.6241, 3.4955], [-4.0196, 6.2150, 1.6066], [6.0871, -4.8833, 0.9826], [0.1832, -1.6382, -2.3849], [7.0399, -2.8201, 1.9257], [4.1014, -6.0564, -0.1067], [3.5030, 0.1673, 0.3061], [-3.0653, 3.1412, -1.1930], [0.5491, -3.7428, -0.7083], [5.7205, -0.7284, 1.9708], [3.1584, 0.0731, 1.8967], [-4.6300, -2.8850, -1.6408], [-3.0224, 2.2904, 3.0276], [1.7601, -5.8965, -0.9205], [-3.5957, -3.0598, -3.8859]]
}

No. 2
{
  "formula": "C27H26F6GaN5O4S2Si",
  "method": "the ωB97M-V functional and the def2-TZVPD basis",
  "relative_energy_kcal_mol": 16.31,
  "fmax_ev_per_a": 1.122,
  "charge": 0,
  "e_lumo_ha": -0.036,
  "spin_multiplicity": 1,
  "symbols": ["Ga", "S", "S", "Si", "F", "F", "F", "F", "F", "F", "O", "O", "O", "O", "N", "N", "N", "N", "N", "C", "C", "C", "C", "C", "C", "C", "C", "C", "C", "C", "C", "C", "C", "C", "C", "C", "C", "C", "C", "C", "C", "C", "C", "C", "C", "C", "H", "H", "H", "H", "H", "H", "H", "H", "H", "H", "H", "H", "H", "H", "H", "H", "H", "H", "H", "H", "H", "H", "H", "H", "H", "H"],
  "positions_angstrom": [[0.0321, -0.1703, 0.3969], [-1.1115, -0.0906, 5.1284], [0.5401, 0.8169, 3.2933], [-0.5649, -2.4931, -0.1228], [1.8225, -1.0869, 4.7216], [-3.6924, 0.5807, 5.2449], [2.9705, -0.1750, 3.1682], [-3.1217, -0.3508, 3.3910], [-2.5869, 1.7123, 3.7837], [1.4503, -1.6082, 2.6475], [1.3456, 1.8861, 2.8172], [-1.3776, -0.1016, 6.5232], [-0.4838, 0.3409, 2.3285], [-0.8149, -1.3275, 4.4650], [-6.5309, 0.1820, 0.1660], [-2.3769, 0.3405, -0.1881], [2.7576, 1.0981, -0.2032], [2.4155, -0.0764, 0.0200], [-0.0644, 1.0550, 4.7099], [3.1693, -2.3685, 0.0846], [-0.6191, -2.3604, -2.0400], [0.4463, -5.1059, -0.8477], [4.8121, -0.6273, -0.1784], [-3.1371, -0.2812, -1.0968], [0.8951, -6.3937, -0.5920], [3.4772, -1.0169, -0.0240], [-0.0526, 4.1104, -0.4906], [-3.0249, 0.9812, 0.7918], [-5.1806, 0.2546, 0.0335], [0.3191, -4.1663, 0.1756], [0.4014, 1.7370, -0.2679], [-2.2139, -2.8748, 0.7548], [1.3010, 4.4093, -0.4442], [0.6839, -4.5605, 1.4663], [-0.4883, 2.7918, -0.4064], [-4.5096, -0.3502, -1.0379], [-2.7208, 0.4987, 4.3366], [1.2357, -6.7712, 0.6980], [2.2187, 3.3828, -0.3488], [5.4969, -2.9320, -0.1027], [4.1750, -3.3193, 0.0462], [-4.3921, 0.9717, 0.9409], [5.8083, -1.5821, -0.2172], [1.7647, 2.0666, -0.2545], [1.1374, -5.8444, 1.7255], [1.7529, -0.6143, 3.4918], [3.2830, 3.5760, -0.3253], [-1.4585, -2.8798, -2.5039], [-1.9897, -3.1568, 1.7856], [1.4098, -6.1247, 2.7350], [5.0438, 0.4233, -0.2581], [1.5675, -7.7810, 0.9011], [-2.4044, 1.5308, 1.4850], [-4.8574, 1.4972, 1.7644], [-2.7470, -3.7045, 0.2886], [2.1392, -2.6694, 0.1933], [-6.9649, 0.5355, 0.9987], [-2.6114, -0.7491, -1.9170], [-0.6574, -1.3065, -2.3222], [0.1739, -4.8399, -1.8612], [0.5986, -3.8549, 2.2844], [-0.7773, 4.9086, -0.5922], [0.3015, -2.7560, -2.4709], [-7.0601, -0.4578, -0.3962], [6.8390, -1.2744, -0.3328], [-5.0671, -0.8814, -1.7981], [-1.5501, 2.5957, -0.4670], [6.2817, -3.6762, -0.1261], [0.9752, -7.1042, -1.4050], [-2.8800, -2.0147, 0.7916], [3.9208, -4.3673, 0.1394], [1.6340, 5.4373, -0.4909]]
}

No. 3
{
  "formula": "C7H13ClF7O2P2S",
  "method": "the ωB97M-V functional and the def2-TZVPD basis",
  "fmax_ev_per_a": 5.618,
  "charge": -1,
  "e_lumo_ha": 0.099,
  "spin_multiplicity": 1,
  "symbols": ["Cl", "S", "P", "P", "F", "F", "F", "F", "F", "F", "F", "O", "O", "C", "C", "C", "C", "C", "C", "C", "H", "H", "H", "H", "H", "H", "H", "H", "H", "H", "H", "H", "H"],
  "positions_angstrom": [[2.3768, -2.8484, 0.6498], [1.1348, -1.3324, -1.7913], [0.9096, -1.2768, 0.3458], [0.3608, -1.3331, 2.5032], [1.4710, 1.3969, 1.0543], [4.1404, -0.6920, -0.8991], [2.8887, -0.2786, 1.9149], [1.5668, 1.8900, -1.8159], [3.4654, 0.9132, -2.8697], [4.3204, 1.2102, 0.4387], [3.7737, 2.8234, -1.4754], [-2.6717, 2.4331, -0.6976], [0.8967, -2.6522, 3.2215], [3.2962, 0.4617, -0.4064], [-1.9898, -0.9074, -0.2710], [-3.5372, 1.2712, -0.9933], [2.9776, 1.5483, -1.5877], [2.1450, 0.1048, 0.6479], [-0.6063, -0.0653, 0.1502], [-3.2685, 0.0972, 0.1206], [-4.2253, -0.6028, 0.2264], [-3.2342, 0.8630, -2.0473], [-0.0407, -2.3472, 0.1809], [-2.1508, -1.8642, 0.4230], [-4.6852, 1.5331, -0.9662], [-1.1046, -1.4381, 2.5565], [0.6840, -0.1134, 3.1970], [-0.8851, 0.4266, 1.2017], [-0.4104, 0.7189, -0.6941], [-3.0725, 0.5211, 1.2156], [-2.0044, -1.2286, -1.3959], [-0.1196, -1.6467, -2.4068], [-2.4017, 2.4145, 0.2696]]
}